ORCA calculation (wB97M-V/def2-TZVPD) on a cluster of 10 separate species, C28H82N14O10 in total at a distorted geometry.

Geometry as XYZ:
```
134
C28H82N14O10 (wB97M-V/def2-TZVPD)
C 7.6793 -5.5735 2.2258
C 6.2221 -5.1093 2.2518
C 5.6505 -4.8524 3.6573
O 5.6985 -6.0364 4.4008
C 5.0840 -5.9034 5.6917
N 6.0419 -3.9485 1.3397
H 7.7049 -6.5317 2.7503
H 8.2801 -4.8949 2.8422
H 8.0845 -5.6741 1.2244
H 5.6796 -5.9288 1.7706
H 4.6154 -4.5489 3.4565
H 6.2184 -4.0040 4.0617
H 4.8180 -6.9116 5.9952
H 4.3259 -5.1217 5.6519
H 5.8753 -5.5613 6.3714
H 6.4849 -3.1565 1.8129
H 5.0451 -3.7711 1.4952
C 0.8030 4.1441 -2.6430
C 0.7654 5.6581 -2.3519
C 0.1262 6.3901 -3.5317
O 0.9803 6.3474 -4.6668
C 0.5785 7.1638 -5.7350
N -0.0405 5.8421 -1.1738
H -0.1250 3.8229 -3.1182
H 0.9646 3.7055 -1.6582
H 1.5935 3.8338 -3.3262
H 1.7579 6.1064 -2.2660
H -0.1970 7.4136 -3.3022
H -0.8382 5.9156 -3.7749
H -0.5057 7.3125 -5.7914
H 0.8139 6.7065 -6.6964
H 1.0225 8.1612 -5.7293
H -0.9980 5.5121 -1.3463
H -0.2209 6.8057 -0.9019
C 0.5453 0.4406 -1.6955
C 0.7805 0.0338 -0.2719
C 2.2003 -0.2631 0.0763
O 2.4069 -0.6477 1.4279
C 3.7880 -0.6852 1.7170
N 0.2226 1.0767 0.6209
H 1.0204 1.4205 -1.8037
H -0.4967 0.6102 -1.9664
H 0.9484 -0.2789 -2.4087
H 0.2180 -0.8601 0.0336
H 2.8889 0.5698 -0.1382
H 2.6096 -1.0297 -0.5958
H 3.9658 -0.6909 2.7923
H 4.4162 0.0202 1.1738
H 4.2851 -1.6504 1.5406
H -0.0625 0.6677 1.5120
H -0.6569 1.5339 0.3939
C -5.4603 -0.9630 -3.5418
C -5.3251 -0.1290 -4.8035
C -3.9536 -0.3183 -5.4339
O -2.9676 0.0239 -4.4671
C -1.7561 0.5964 -4.9469
N -6.3461 -0.5413 -5.7615
H -5.1412 -0.3953 -2.6597
H -4.8610 -1.8732 -3.4621
H -6.4738 -1.2585 -3.2545
H -5.4238 0.9370 -4.5470
H -3.8203 0.2926 -6.3291
H -3.8874 -1.4022 -5.5738
H -1.1632 0.7920 -4.0561
H -2.0200 1.5686 -5.3747
H -1.2487 -0.0566 -5.6569
H -7.1797 -0.8362 -5.2785
H -6.5253 0.2508 -6.3667
C -2.9898 2.4317 -1.5761
C -3.6958 3.5383 -0.8096
C -4.1927 2.9959 0.5529
O -4.8829 1.7930 0.4515
C -6.1950 1.7893 -0.1185
N -2.7334 4.6496 -0.6689
H -2.1773 2.0343 -0.9596
H -2.4967 2.8174 -2.4672
H -3.6848 1.6291 -1.8196
H -4.4858 3.9749 -1.4256
H -4.7335 3.7445 1.1469
H -3.2689 2.8330 1.1192
H -6.9088 2.3438 0.4928
H -6.4261 0.7293 -0.1724
H -6.0675 2.2237 -1.1150
H -3.2162 5.5331 -0.5470
H -2.1263 4.5300 0.1380
C -2.7399 -1.6282 -0.1738
C -4.1145 -1.6887 0.4477
C -4.9909 -2.6897 -0.3294
O -6.2325 -2.7684 0.3192
C -7.2484 -3.4223 -0.4070
N -3.9619 -2.2024 1.8335
H -2.1837 -2.5629 -0.0169
H -2.0409 -1.0546 0.4512
H -2.6403 -1.2890 -1.2032
H -4.5502 -0.6886 0.4052
H -4.4281 -3.6290 -0.3646
H -5.1300 -2.2419 -1.3240
H -7.9070 -3.9341 0.2971
H -6.7906 -4.2165 -1.0059
H -7.8572 -2.7584 -1.0246
H -3.4364 -3.0660 1.7112
H -4.8886 -2.4835 2.1400
C 2.0240 3.5141 2.8433
O 2.3271 4.3944 3.6650
N 2.9134 2.6468 2.3174
N 0.7752 3.4552 2.3293
H 3.8678 2.6904 2.6230
H 2.7022 1.9947 1.5839
H 0.1118 4.0861 2.7336
H 0.5869 2.7836 1.5850
C 7.5044 -0.7056 3.0402
O 6.3063 -0.9564 3.1113
N 8.0018 0.1442 2.0903
N 8.4676 -1.3702 3.7638
H 8.9962 0.2110 2.0146
H 7.3199 0.5380 1.4720
H 9.4025 -1.0194 3.6545
H 8.2462 -1.7527 4.6650
C 1.1566 -4.3851 0.9800
O 1.6742 -5.3872 0.4912
N 0.1626 -3.6808 0.3883
N 1.6510 -3.7314 2.0921
H -0.1369 -2.8185 0.8124
H -0.2061 -4.0311 -0.4752
H 2.2754 -4.2099 2.7092
H 1.1992 -2.8626 2.3324
C -0.2620 -1.1801 3.7879
O -0.4788 -1.9046 2.8068
N 0.8492 -0.4177 3.8758
N -1.1507 -1.0739 4.8198
H 1.3872 -0.3995 3.0155
H 0.9532 0.2927 4.5737
H -1.8747 -1.7728 4.7786
H -0.8457 -0.6272 5.6611
```

Calculated values
DFT total energy: -2635.01446 Eh
orbital gap: 9.5 eV
SMILES string: COC[C@H](C)N.COC[C@H](C)N.COC[C@H](C)N.COC[C@H](C)N.COC[C@H](C)N.COC[C@H](C)N.NC(N)=O.NC(N)=O.NC(N)=O.NC(N)=O
maximum force: 2.7 eV Å⁻¹
energy above the lowest of the compared OMol25 structures with the same formula, charge and spin: 38.6 kcal/mol